{"formula": "C48H123BN11O20", "method": "ωB97M-V with the def2-TZVPD basis set", "relative_energy_kcal_mol": 122.4, "total_charge": -1, "largest_force_ev_per_a": 5.094, "orbital_gap_ha": 0.3239, "spin_multiplicity": 1, "elements": ["O", "C", "O", "B", "O", "C", "O", "O", "C", "O", "C", "O", "O", "C", "C", "C", "O", "C", "N", "H", "H", "H", "H", "H", "H", "H", "H", "H", "H", "H", "C", "C", "C", "O", "C", "N", "H", "H", "H", "H", "H", "H", "H", "H", "H", "H", "H", "C", "C", "C", "O", "C", "N", "H", "H", "H", "H", "H", "H", "H", "H", "H", "H", "H", "C", "C", "C", "O", "C", "N", "H", "H", "H", "H", "H", "H", "H", "H", "H", "H", "H", "C", "C", "C", "O", "C", "N", "H", "H", "H", "H", "H", "H", "H", "H", "H", "H", "H", "C", "C", "C", "O", "C", "N", "H", "H", "H", "H", "H", "H", "H", "H", "H", "H", "H", "C", "C", "C", "O", "C", "N", "H", "H", "H", "H", "H", "H", "H", "H", "H", "H", "H", "C", "C", "C", "O", "C", "N", "H", "H", "H", "H", "H", "H", "H", "H", "H", "H", "H", "C", "C", "C", "O", "C", "N", "H", "H", "H", "H", "H", "H", "H", "H", "H", "H", "H", "C", "C", "C", "O", "C", "N", "H", "H", "H", "H", "H", "H", "H", "H", "H", "H", "H", "C", "C", "C", "O", "C", "N", "H", "H", "H", "H", "H", "H", "H", "H", "H", "H", "H", "O", "H", "H"], "positions_angstrom": [[2.412, -1.103, -0.707], [1.221, -0.935, -0.306], [0.142, -1.748, -0.351], [-0.930, -1.152, 0.577], [-0.442, 0.213, 0.956], [0.772, 0.376, 0.464], [1.380, 1.448, 0.472], [-1.076, -2.035, 1.703], [-2.340, -2.340, 1.828], [-2.911, -2.994, 2.716], [-3.072, -1.777, 0.567], [-2.195, -1.081, -0.101], [-4.277, -1.992, 0.267], [7.952, 4.380, -0.194], [7.299, 3.574, -1.304], [5.834, 3.260, -1.114], [5.700, 2.165, -0.200], [4.384, 1.899, 0.290], [7.520, 4.220, -2.546], [7.367, 5.300, -0.187], [8.975, 4.598, -0.501], [7.845, 3.884, 0.770], [7.900, 2.673, -1.427], [5.269, 3.077, -2.028], [5.403, 4.158, -0.671], [4.106, 2.718, 0.954], [4.509, 0.951, 0.814], [3.670, 1.759, -0.522], [7.249, 3.534, -3.235], [8.517, 4.322, -2.672], [4.681, 0.251, -3.116], [5.514, -0.844, -2.480], [6.168, -1.809, -3.546], [5.263, -2.275, -4.580], [4.206, -3.141, -4.117], [6.488, -0.221, -1.633], [5.072, 1.268, -3.143], [3.807, 0.359, -2.474], [4.346, 0.090, -4.141], [4.869, -1.354, -1.765], [6.761, -2.622, -3.127], [6.846, -1.126, -4.058], [3.724, -2.618, -3.291], [4.727, -4.020, -3.737], [3.402, -3.457, -4.782], [6.974, -0.953, -1.136], [5.921, 0.347, -1.019], [-11.978, -0.971, -0.692], [-10.646, -0.374, -0.163], [-9.350, -1.137, -0.432], [-8.220, -0.430, -0.040], [-7.004, -1.015, -0.498], [-10.570, 0.986, -0.703], [-12.092, -0.626, -1.720], [-12.848, -0.541, -0.195], [-11.993, -2.057, -0.606], [-10.626, -0.352, 0.926], [-9.294, -1.207, -1.519], [-9.372, -2.176, -0.103], [-6.674, -0.754, -1.504], [-6.897, -2.074, -0.262], [-6.273, -0.573, 0.179], [-9.795, 1.472, -0.277], [-10.171, 0.951, -1.630], [2.265, 0.865, 3.478], [2.797, 0.801, 4.889], [2.504, 2.152, 5.659], [3.236, 3.249, 5.159], [4.614, 3.219, 5.099], [2.221, -0.326, 5.633], [2.784, 0.115, 2.880], [2.305, 1.841, 2.995], [1.221, 0.559, 3.414], [3.862, 0.574, 4.841], [2.688, 2.024, 6.726], [1.432, 2.333, 5.742], [4.941, 2.692, 4.203], [5.112, 2.875, 6.006], [4.893, 4.251, 4.885], [2.142, -1.145, 5.047], [1.261, -0.050, 5.781], [2.421, 5.157, -0.596], [2.543, 5.305, 0.935], [2.427, 6.796, 1.290], [3.479, 7.636, 0.735], [3.274, 9.020, 0.931], [1.396, 4.501, 1.415], [2.371, 4.113, -0.907], [3.250, 5.730, -1.012], [1.605, 5.710, -1.060], [3.397, 4.724, 1.283], [2.354, 6.954, 2.366], [1.448, 7.025, 0.871], [4.151, 9.548, 0.555], [3.108, 9.238, 1.985], [2.358, 9.346, 0.439], [0.522, 4.902, 1.105], [1.501, 3.608, 0.954], [-1.250, -6.049, 2.984], [-1.009, -6.547, 1.525], [-1.134, -5.505, 0.469], [-1.331, -6.018, -0.874], [-1.523, -4.968, -1.837], [0.338, -7.041, 1.514], [-0.866, -6.678, 3.786], [-2.330, -5.905, 2.965], [-0.763, -5.107, 3.238], [-1.675, -7.400, 1.393], [-0.288, -4.826, 0.577], [-1.981, -4.885, 0.764], [-2.255, -4.281, -1.411], [-1.790, -5.323, -2.833], [-0.635, -4.373, -2.050], [0.920, -6.345, 1.958], [0.506, -7.022, 0.518], [-2.726, -1.446, 5.391], [-2.461, 0.066, 5.183], [-0.988, 0.568, 5.319], [-0.360, 0.474, 6.635], [-1.154, 1.071, 7.727], [-2.835, 0.440, 3.847], [-2.573, -1.727, 6.433], [-2.080, -1.941, 4.666], [-3.743, -1.629, 5.045], [-3.013, 0.534, 5.997], [-0.779, 1.545, 4.884], [-0.345, -0.092, 4.737], [-1.924, 0.385, 8.082], [-1.525, 2.065, 7.476], [-0.543, 1.130, 8.628], [-3.773, 0.097, 3.702], [-2.131, 0.123, 3.195], [4.257, -7.299, 1.801], [4.792, -6.958, 0.359], [4.446, -5.587, -0.161], [3.012, -5.443, -0.277], [2.550, -4.333, -0.935], [6.215, -7.215, 0.355], [4.274, -8.373, 1.989], [3.238, -6.968, 1.999], [4.814, -6.778, 2.580], [4.393, -7.688, -0.346], [4.926, -5.471, -1.133], [4.857, -4.836, 0.513], [3.308, -3.585, -1.170], [1.746, -3.895, -0.343], [2.193, -4.561, -1.939], [6.444, -8.123, 0.733], [6.500, -7.352, -0.604], [-7.847, 3.624, 2.223], [-7.067, 3.264, 0.873], [-5.693, 2.604, 1.072], [-4.992, 2.294, -0.132], [-3.642, 1.850, 0.164], [-7.914, 2.363, 0.123], [-7.355, 4.454, 2.730], [-7.838, 2.861, 3.001], [-8.898, 3.868, 2.070], [-6.957, 4.221, 0.363], [-5.824, 1.618, 1.518], [-5.106, 3.244, 1.731], [-3.250, 1.328, -0.708], [-3.578, 1.089, 0.942], [-3.049, 2.721, 0.442], [-7.696, 1.417, 0.403], [-7.735, 2.416, -0.869], [-0.451, 3.029, -6.391], [0.930, 2.542, -6.215], [0.997, 1.249, -5.479], [0.499, 1.268, -4.118], [1.371, 2.032, -3.280], [1.563, 2.321, -7.530], [-0.469, 3.843, -7.117], [-0.865, 3.448, -5.474], [-1.131, 2.248, -6.732], [1.452, 3.314, -5.651], [2.015, 0.859, -5.513], [0.444, 0.452, -5.976], [2.403, 1.687, -3.342], [1.020, 1.728, -2.294], [1.223, 3.104, -3.409], [1.776, 3.199, -7.981], [2.496, 1.944, -7.444], [-2.656, -0.439, -5.289], [-2.854, -1.061, -3.880], [-1.540, -1.658, -3.333], [-1.190, -2.809, -4.082], [0.226, -2.897, -4.309], [-3.518, -0.035, -3.110], [-3.559, -0.094, -5.793], [-2.215, -1.105, -6.031], [-1.965, 0.396, -5.168], [-3.524, -1.920, -3.928], [-1.661, -1.899, -2.277], [-0.719, -0.952, -3.207], [0.625, -1.989, -4.762], [0.656, -3.649, -4.970], [0.744, -2.944, -3.351], [-4.455, 0.037, -3.479], [-3.721, -0.384, -2.184], [-5.172, -0.801, 2.674], [-5.232, -1.262, 1.838], [-6.081, -0.659, 2.936]], "atomic_forces_ev_per_a": [[-4.96, 0.25, 1.13], [2.89, -0.23, -0.31], [1.36, 1.50, 0.45], [2.04, 0.46, -0.87], [0.14, -1.22, -0.31], [0.95, 2.29, -0.82], [-0.96, -2.51, 0.02], [0.10, -0.02, 0.89], [-3.10, -2.31, 2.04], [2.07, 1.85, -2.68], [-3.67, -1.19, -0.04], [-0.82, 0.10, -0.53], [4.07, 0.93, 0.68], [-1.26, 0.16, -0.41], [1.37, -1.73, 0.64], [-0.30, -0.07, 1.36], [0.31, 0.38, -0.45], [1.01, 0.19, -0.39], [-0.42, 1.25, -1.74], [0.29, 0.41, 0.36], [0.09, -0.05, 0.45], [0.35, 0.03, -0.05], [-0.53, -0.95, 0.89], [0.23, -0.17, -0.32], [-0.42, 0.23, 0.13], [-0.43, -0.18, 0.13], [-0.43, 0.14, 0.24], [-0.13, 0.13, 0.03], [-0.12, 0.15, -0.56], [0.16, 0.24, -0.08], [-1.15, 0.51, -0.17], [-0.34, -1.12, -0.74], [-1.21, 1.32, -0.21], [-0.27, 0.11, -0.26], [1.29, 0.62, 1.59], [1.16, 0.08, -0.59], [0.90, -0.21, 0.20], [-0.35, -0.06, -0.21], [-0.07, -0.54, 0.06], [-0.55, -0.77, -0.63], [-0.19, -0.23, 0.29], [0.20, -0.26, -0.29], [-0.26, -0.25, 0.23], [-0.40, -0.43, 0.23], [0.64, 0.50, -0.84], [0.06, 0.17, 0.55], [0.75, 0.29, 0.59], [1.00, 0.07, 0.12], [0.04, 0.33, 0.45], [-1.01, -0.53, -2.32], [0.22, -0.49, 0.29], [0.79, 0.63, 1.68], [0.32, 0.19, 0.35], [0.13, -0.45, -0.23], [0.25, -0.04, 0.38], [-0.18, -0.04, -0.17], [-0.63, 0.55, 0.27], [-0.01, -0.29, -0.63], [0.08, -0.11, 0.62], [-0.57, -0.12, -0.26], [-0.50, -0.24, -0.44], [0.26, 0.21, -0.33], [0.00, 0.45, 0.88], [-0.43, -0.43, -0.77], [-0.24, -0.18, -0.72], [-0.36, 0.42, 0.51], [1.12, -1.69, 0.37], [-2.11, 0.40, 0.08], [0.35, 0.36, -0.74], [-0.19, 0.59, 0.28], [0.21, 0.13, -0.32], [0.35, 0.04, 0.02], [-0.20, 0.14, 0.30], [0.25, 0.59, 0.12], [0.80, -0.32, 0.29], [-0.10, 0.51, -1.09], [0.31, -0.60, 0.13], [0.00, -0.21, 0.10], [0.21, 0.13, 0.35], [0.33, -0.16, -0.28], [-0.07, -0.28, 0.65], [1.54, 1.36, -0.24], [-1.50, -0.88, -1.76], [0.42, -0.14, 0.13], [-0.63, -1.18, 0.14], [-0.49, -0.61, 0.28], [0.32, 0.70, 1.43], [0.31, 0.10, -0.07], [0.60, -0.61, -0.55], [-0.69, -0.17, 0.58], [0.45, 0.76, 0.12], [0.17, -0.03, 0.21], [-0.16, 0.68, -0.18], [-0.15, -0.06, 0.01], [0.29, 0.11, 0.31], [-0.02, 0.18, -0.41], [-0.15, 0.05, -0.16], [-0.35, -0.31, 0.20], [-0.82, 0.69, -1.17], [0.79, -0.67, 2.23], [-1.70, 1.15, -0.47], [0.59, 0.32, 0.52], [0.37, 0.18, 0.72], [0.55, -1.13, -0.70], [-0.44, -0.77, -0.48], [-0.04, 0.20, 1.08], [-0.10, 0.45, -0.59], [-0.25, 0.11, -0.41], [0.44, -0.03, -0.47], [-0.61, 0.25, -0.41], [-0.39, 0.13, -0.39], [-0.47, -0.52, 0.43], [0.44, -0.04, 0.51], [0.34, 0.13, -0.23], [1.33, -0.38, -0.15], [0.87, 1.12, -0.42], [1.37, -0.19, 0.79], [0.35, -1.29, 0.91], [-1.90, 0.89, 0.87], [1.05, -0.95, -0.54], [-0.59, 1.20, 0.78], [0.07, -0.37, -0.12], [0.10, -0.56, 0.48], [-0.08, -0.14, 0.31], [-0.50, 0.77, -0.48], [-0.73, 0.40, 0.19], [-0.18, -0.30, -0.25], [-0.53, 0.06, -0.62], [-0.15, -0.11, -0.12], [0.63, 0.26, -0.37], [0.32, -0.15, -0.98], [-0.34, -0.22, -0.28], [-0.24, 0.74, -0.64], [-1.17, -1.71, 1.29], [-0.68, 0.30, 0.11], [1.70, -1.83, 0.98], [-0.19, 1.24, -0.92], [1.33, 0.50, -0.37], [0.19, 0.01, -0.06], [-0.17, -0.10, -0.57], [0.54, -0.08, -0.16], [-0.95, 0.04, 0.03], [0.00, 0.16, -0.28], [-0.02, 0.29, 0.08], [0.24, 0.25, 0.67], [0.02, 0.22, -0.19], [-0.50, -0.44, -0.15], [-0.36, -0.06, 0.61], [0.23, 0.43, -0.37], [1.37, -0.13, -0.15], [-0.68, -0.14, 0.99], [-0.01, -0.03, 0.26], [0.39, 0.21, 0.17], [-0.75, 0.08, -0.49], [-0.45, 0.24, -0.39], [-0.01, 0.33, -0.16], [0.12, -0.59, -0.32], [0.20, 0.05, -0.49], [0.06, -0.09, -0.31], [-0.28, 0.05, 0.83], [0.41, -0.03, 0.12], [-0.04, 0.56, -0.28], [-0.46, 0.20, 0.51], [0.25, -0.13, 0.00], [-0.20, -0.12, -0.10], [0.24, -0.03, -0.10], [-1.40, 0.62, -0.24], [0.93, 0.26, -0.38], [-0.33, -1.43, 1.15], [1.10, 0.51, -1.49], [-1.16, -1.03, 0.74], [0.17, 0.09, -0.20], [-0.05, 0.03, -0.15], [0.06, -0.17, 0.16], [0.03, -0.05, -0.11], [0.39, 0.02, 0.20], [0.49, 0.15, 0.40], [-0.46, 0.26, -0.23], [0.13, 0.32, -0.37], [0.18, 0.49, 0.31], [0.30, 0.05, -0.05], [-0.52, 0.39, -0.10], [0.11, -0.52, 0.41], [0.58, -0.48, 0.01], [0.16, -0.52, -1.78], [-0.32, 0.75, 1.04], [0.91, -0.39, -0.90], [0.37, 1.26, 0.62], [0.06, 0.28, 1.10], [-0.31, 0.16, 0.50], [0.22, -0.38, 0.28], [-0.11, 0.20, -0.02], [0.02, -0.44, -0.41], [-0.51, -0.63, 0.07], [0.16, 0.43, -0.97], [-0.33, 0.55, -0.07], [-1.19, -0.74, 0.10], [0.10, -0.31, 0.23], [-0.11, 0.37, -0.42], [0.33, -0.10, 0.56], [-0.34, 0.28, 0.36], [0.24, -0.49, -0.44], [-0.27, 0.08, 0.14]]}